No. 1
The following is a DFT calculation (ωB97M-V/def2-TZVPD) of a structure of composition C11H9NO9PtS2.

ORCA input file:
```
! RIJCOSX wB97M-V def2-TZVPD def2/J DEFGRID3
* xyz 0 5
Pt -0.134 0.219 0.146
O 1.298 -3.604 0.778
C 0.972 -2.506 0.400
O 0.178 -1.700 1.039
C 1.597 -1.935 -0.857
C 2.535 -2.673 -1.592
C 3.064 -2.106 -2.715
C 2.662 -0.813 -3.123
C 3.170 -0.178 -4.280
C 2.737 1.067 -4.629
C 1.772 1.734 -3.843
C 1.260 1.153 -2.718
C 1.706 -0.130 -2.340
N 1.223 -0.733 -1.215
H 2.796 -3.659 -1.239
H 3.795 -2.638 -3.311
H 3.906 -0.700 -4.879
H 3.127 1.550 -5.514
H 1.431 2.717 -4.137
H 0.509 1.662 -2.127
O -3.955 -0.221 -0.712
S -2.569 -0.108 -0.461
O -2.193 -0.172 1.026
O -1.681 -1.149 -1.069
O -1.917 1.188 -0.885
C 0.363 1.385 3.467
S 1.177 1.857 1.976
O 2.095 2.909 2.238
O 0.067 2.201 1.004
O 1.751 0.608 1.389
H -0.114 2.272 3.877
H 1.125 1.011 4.146
H -0.371 0.613 3.245
*
```

## Properties
gap between HOMO and LUMO (spin up / spin down) = 8.79 / 5.94 eV
HOMO (spin up / spin down) = -10.15 / -10.13 eV


No. 2
The following is a DFT calculation (ωB97M-V/def2-TZVPD) of the molecule C11H9NOS2 in a non-equilibrium geometry.

ORCA input file:
```
! RIJCOSX wB97M-V def2-TZVPD def2/J DEFGRID3
* xyz 0 1
C -0.724 0.261 3.128
C -0.514 0.267 1.692
C 2.177 0.545 -1.917
C 0.233 -0.557 3.705
C 1.784 1.266 -2.957
C 1.044 0.073 -1.078
C 0.641 -0.450 1.384
C -0.262 0.281 -1.638
C -1.388 -1.841 -1.261
C -1.558 -0.350 -1.424
C 1.367 -0.431 0.201
N -0.421 -2.474 -0.770
O 0.015 -3.616 -0.685
S 1.316 -1.263 2.708
S -0.023 1.307 -3.051
H -1.275 0.939 3.736
H -1.119 0.758 0.974
H 3.188 0.245 -1.476
H 0.261 -0.772 4.728
H 2.332 1.703 -3.749
H -2.218 -2.246 -1.890
H -2.183 0.060 -0.540
H -2.212 -0.120 -2.253
H 2.390 -0.685 0.439
*
```

## Properties
gap between HOMO and LUMO (spin up / spin down) = 7.72 / 6.09 eV
HOMO (spin up / spin down) = -8.46 / -6.61 eV